# 1
19
Properties=species:S:1:pos:R:3:forces:R:3 method="wB97M-V/def2-TZVPD" spin_multiplicity=3 total_energy_ha=-725.04935 e_above_lowest_ev=1.9953 s2=2.007 e_homo_ev="-5.16 / -9.33"
C -0.79090 -2.05906 -1.13765 7.1 -5.0 4.2
C -1.36989 0.56680 0.12379 1.3 2.8 -0.7
C 0.92993 0.49527 1.11041 -1.5 -4.4 -2.0
C 0.72137 0.60054 -1.38169 -1.8 0.6 1.9
C 0.01572 0.07721 -0.10527 3.3 -0.1 0.5
N -0.00876 -1.46293 -0.09285 -0.8 2.4 0.4
O -1.60795 -1.51746 -1.80643 -5.9 3.5 -4.2
S 1.22168 -2.41704 0.55245 1.3 1.0 -2.1
H -0.66524 -3.15114 -0.95226 -1.0 0.3 -0.7
H -1.53459 1.67958 0.14224 0.9 -0.8 -0.3
H -2.00451 0.23183 -0.61118 -1.8 -1.0 -1.5
H -1.63450 0.30133 1.06648 -1.3 -1.3 2.7
H 1.92032 0.14382 1.02183 1.2 -0.4 -0.5
H 0.52591 -0.06015 1.90522 -0.6 0.0 1.7
H 0.95254 1.48004 1.16710 -0.3 4.6 0.7
H 0.78528 -0.17184 -2.02112 0.4 -3.0 -2.4
H 0.12395 1.28753 -1.92167 -0.5 1.2 -0.3
H 1.69942 0.93546 -1.21281 1.3 0.8 0.4
H 0.45328 -2.87763 1.43305 -1.3 -1.3 2.3



# 2
63
Properties=species:S:1:pos:R:3:forces:R:3 method="wB97M-V/def2-TZVPD" spin_multiplicity=6 total_energy_ha=-2996.22640 e_above_lowest_ev=0.0000 s2=8.818 e_homo_ev="-16.19 / -16.19" charge=+3
Pd 0.48501 -0.18352 -0.38908 0.8 0.4 -0.5
C -3.39785 1.89371 -0.80305 0.0 -0.1 0.0
C -2.64759 0.78257 -0.40682 -0.1 0.0 0.1
N -1.35038 1.01832 -0.54587 -0.4 -0.6 0.0
N -1.21973 2.25788 -1.05314 0.1 0.4 -0.1
C -2.45516 2.80413 -1.20392 0.1 0.1 0.0
B 0.16991 2.82368 -1.48798 0.1 -0.5 0.3
N 1.13129 2.81833 -0.27516 -0.4 0.6 -0.1
C 1.95454 3.74217 0.27735 0.0 0.0 -0.3
C 2.43541 3.24250 1.46006 0.0 -0.1 0.2
C 1.84102 1.98216 1.57187 0.1 0.0 0.2
N 1.05979 1.73692 0.53335 0.1 -0.1 -0.1
N 0.73822 1.92664 -2.61930 -0.2 0.3 0.0
C 1.20222 2.20968 -3.86138 -0.1 0.0 0.1
C 1.29098 1.03829 -4.57174 0.0 -0.1 0.0
C 0.87241 0.05329 -3.66921 0.0 0.0 0.0
N 0.55858 0.59252 -2.49709 0.2 0.0 0.0
N -0.10818 4.24565 -2.08462 0.1 0.2 -0.2
C -0.71019 4.48945 -3.21063 -0.1 0.2 -0.1
C -0.81834 5.93868 -3.35229 -0.2 0.0 -0.3
C -0.21622 6.44749 -2.19417 0.1 -0.7 0.4
N 0.16728 5.45579 -1.41059 0.1 0.4 0.0
H -4.46960 2.01025 -0.79656 0.1 0.0 0.0
H -2.99813 -0.16418 -0.02570 0.0 0.0 0.0
H -2.60017 3.81312 -1.55734 0.0 -0.1 0.1
H 2.15639 4.69165 -0.18830 -0.1 -0.1 0.0
H 3.10794 3.72781 2.14759 0.0 0.0 0.0
H 1.93074 1.24780 2.35901 0.0 0.0 -0.1
H 1.45729 3.21209 -4.16956 0.0 0.0 0.1
H 1.61423 0.90569 -5.59233 0.0 0.0 0.1
H 0.76700 -1.00686 -3.83299 0.1 0.0 0.0
H -1.08064 3.70388 -3.86107 0.1 0.2 0.0
H -1.30924 6.48734 -4.14651 0.1 -0.1 0.0
H -0.09292 7.47647 -1.89011 0.0 -0.1 0.0
Cl -1.13200 -5.66010 -1.65086 -0.1 0.0 0.0
C 0.07208 -4.45914 -1.84817 0.0 0.0 0.0
C 1.17822 -4.67328 -2.64812 0.2 -0.1 -0.2
C 2.12056 -3.66077 -2.75713 0.0 0.0 0.0
C 1.92342 -2.47370 -2.07582 -0.1 -0.1 0.1
N 0.84502 -2.26677 -1.30655 -0.5 0.0 0.0
C -0.06072 -3.24539 -1.19756 0.1 0.2 0.1
H 1.29603 -5.61185 -3.17613 0.0 0.0 0.0
H 2.99835 -3.78790 -3.37919 -0.1 0.0 0.0
H 2.63054 -1.66136 -2.14461 0.0 0.1 0.0
H -0.92302 -3.06459 -0.56996 0.0 0.0 0.0
C 0.76012 0.13632 6.57672 0.0 0.0 0.2
O 0.34572 0.21886 5.16754 0.0 0.0 0.0
C -0.48958 -0.64166 4.72456 0.3 0.5 0.3
S -1.21418 -1.95858 5.42190 -0.2 -0.3 0.1
S -1.18620 -0.66102 3.19956 0.0 -0.1 -0.3
H 1.47193 0.93891 6.71412 0.0 0.0 -0.1
H 1.21891 -0.83060 6.76808 0.0 0.0 -0.1
H -0.10894 0.28614 7.21434 0.0 0.0 -0.1
N 4.94367 -1.78884 1.07964 -0.2 0.0 0.1
C 3.66756 -2.08720 1.80816 -0.1 -0.1 0.2
C 2.56201 -1.28126 1.12139 -0.2 0.3 -0.3
O 2.93275 -0.59367 0.13388 -0.3 -0.4 0.2
O 1.39248 -1.37534 1.56104 0.3 0.2 0.0
H 5.64864 -1.34285 1.66108 0.1 0.1 0.1
H 4.61129 -1.12484 0.34065 0.1 0.1 -0.1
H 5.36333 -2.60962 0.64998 0.0 -0.1 0.0
H 3.75529 -1.81243 2.85421 0.1 0.0 0.0
H 3.43647 -3.14680 1.75102 0.0 -0.1 0.0



# 3
86
Properties=species:S:1:pos:R:3:forces:R:3 method="wB97M-V/def2-TZVPD" spin_multiplicity=5 total_energy_ha=-7403.40501 e_above_lowest_ev=0.0000 s2=6.045 e_homo_ev="-9.84 / -10.41" charge=+1
Rh -0.35727 0.20257 -0.10186 0.8 0.2 0.1
C -4.05079 2.86709 0.72377 0.3 0.2 0.2
As -2.83129 1.35887 0.55514 -0.2 -0.6 -0.4
C -3.67437 0.67631 -1.09010 -0.1 0.1 0.2
C -3.50438 0.12712 1.92177 0.0 0.2 0.1
C -4.34367 0.59157 2.93294 0.0 -0.1 -0.1
C -4.70514 -0.23638 3.98855 0.0 0.0 -0.1
C -4.21822 -1.53314 4.05197 0.0 0.0 0.0
C -3.37314 -2.00169 3.05698 0.0 0.0 -0.1
C -3.01292 -1.17943 1.99458 0.1 0.0 0.0
As -1.74212 -1.75445 0.65158 -0.3 -0.4 0.2
C -2.84076 -2.79198 -0.56681 0.1 0.1 -0.1
C -0.75132 -3.19429 1.47061 0.1 0.1 0.0
H -5.07501 2.51248 0.82116 0.0 0.0 0.0
H -3.93560 3.44581 -0.18913 0.0 0.0 0.0
H -3.77632 3.50133 1.56296 0.0 0.0 0.0
H -4.70426 0.38008 -0.89928 0.0 0.0 0.0
H -3.11635 -0.15686 -1.50317 0.0 -0.1 -0.1
H -3.66598 1.49139 -1.81284 0.0 0.0 0.0
H -4.71146 1.60825 2.90931 0.0 0.0 0.0
H -5.35726 0.13742 4.76708 0.0 0.0 0.0
H -4.48289 -2.17495 4.88271 0.0 0.0 0.0
H -2.98275 -3.00973 3.12042 0.0 0.0 0.0
H -3.26165 -3.62190 -0.00608 0.0 -0.1 0.0
H -2.20068 -3.17416 -1.35866 0.0 0.0 0.0
H -3.64409 -2.20204 -0.99613 0.0 0.0 0.0
H -1.42635 -4.00173 1.74570 0.0 0.0 0.0
H -0.21176 -2.84188 2.34714 0.0 0.0 0.0
H -0.03210 -3.55484 0.73600 0.0 0.0 0.0
O 2.05366 0.31593 0.11855 0.1 0.0 0.0
C 2.83241 -0.77947 -0.40014 -0.8 -0.9 -0.2
C 1.80120 -1.97006 -0.59594 0.6 0.6 0.3
O 2.17352 -3.11562 -0.43534 -0.6 0.2 -0.3
O 0.63496 -1.54428 -0.95730 -0.5 -0.5 -0.1
C 3.39399 -0.42108 -1.76636 0.2 0.4 0.0
C 3.12004 -1.13930 -2.92302 0.0 -0.1 -0.1
C 3.64958 -0.73525 -4.14427 0.0 0.0 0.0
C 4.46426 0.38463 -4.22337 0.0 0.0 0.0
C 4.74565 1.10882 -3.07144 -0.1 0.0 0.0
C 4.21117 0.70801 -1.85546 0.1 0.0 0.0
C 3.89768 -1.19069 0.59244 0.2 0.4 0.1
C 4.84489 -2.14598 0.23512 0.1 0.0 0.0
C 5.85152 -2.50247 1.11890 0.0 -0.1 -0.1
C 5.92769 -1.91062 2.37244 0.0 0.0 0.1
C 4.98702 -0.96254 2.73633 -0.1 0.0 0.0
C 3.97095 -0.60897 1.85220 0.0 0.1 0.0
H 2.07375 1.07686 -0.47798 0.2 0.1 0.1
H 2.50004 -2.02703 -2.88496 0.0 0.0 0.0
H 3.41883 -1.30030 -5.03982 0.0 0.0 0.1
H 4.88862 0.68618 -5.17439 0.0 0.0 0.1
H 5.39097 1.97855 -3.12093 0.0 0.0 0.0
H 4.45384 1.25794 -0.95137 0.0 0.0 0.0
H 4.78352 -2.61722 -0.73742 0.0 0.0 0.0
H 6.58015 -3.25050 0.82851 0.0 0.0 0.0
H 6.71392 -2.19140 3.06359 0.0 0.0 -0.1
H 5.03997 -0.49115 3.71068 0.0 0.0 0.0
H 3.23472 0.12953 2.14211 0.0 0.0 0.0
Cl -1.76245 7.44496 -1.58931 0.1 -0.1 0.0
C -1.57735 6.11761 -2.66595 0.0 0.0 0.1
C -2.60249 5.79378 -3.50117 -0.1 -0.1 -0.1
C -2.46236 4.70536 -4.37049 0.0 0.0 0.0
C -1.29744 3.94461 -4.38516 -0.1 0.1 0.0
C -0.24528 4.24958 -3.55426 0.1 0.1 0.1
Cl 1.11103 3.21148 -3.60904 0.0 0.0 0.1
C -0.34051 5.37233 -2.65287 0.0 0.0 -0.2
N 0.58265 5.75805 -1.78052 -0.1 -0.1 0.0
C 1.90543 5.27552 -1.55144 0.3 0.0 0.0
C 2.90646 5.54436 -2.47580 -0.2 0.1 -0.1
C 4.19278 5.11305 -2.22108 0.1 0.0 0.0
C 4.46174 4.41190 -1.05096 0.0 0.0 0.0
C 3.45122 4.16030 -0.13290 0.1 0.0 0.0
C 2.15557 4.60711 -0.35306 -0.2 0.0 0.0
C 1.04180 4.33900 0.62388 0.0 -0.1 0.0
C -0.03696 3.42950 0.01277 -0.2 -0.1 -0.3
O -1.13954 3.91810 -0.24688 0.1 -0.2 0.0
O 0.35447 2.23117 -0.22333 0.0 0.4 0.1
H -3.50876 6.38269 -3.48757 0.0 0.0 0.0
H -3.27418 4.44880 -5.03855 0.0 0.0 0.0
H -1.19768 3.09900 -5.05099 0.0 0.0 0.0
H 0.23218 6.42324 -1.09297 0.0 0.0 0.0
H 2.66733 6.08819 -3.38269 0.0 0.0 0.0
H 4.98508 5.33430 -2.92452 0.0 0.0 0.0
H 5.46998 4.07345 -0.84567 0.0 0.0 0.0
H 3.66762 3.62328 0.78385 0.0 0.0 -0.1
H 0.54656 5.26274 0.92846 0.1 0.0 0.1
H 1.44669 3.84580 1.50655 0.0 0.1 0.0



# 4
18
Properties=species:S:1:pos:R:3:forces:R:3 method="wB97M-V/def2-TZVPD" spin_multiplicity=2 total_energy_ha=-573.76503 s2=1.758 e_homo_ev="-23.91 / -23.03" charge=+3
Al -0.01950 9.27412 17.93177 -0.9 -0.5 0.2
B -1.12120 10.87244 15.40609 1.7 -2.1 3.3
H -0.34796 10.13263 15.26823 3.7 -3.4 -0.2
H -2.11738 10.46130 15.35282 -5.0 -0.7 -2.2
H -0.96469 11.38236 16.34403 1.4 2.1 4.0
H -1.09471 11.62302 14.63139 -1.7 3.8 -4.8
O -2.95835 9.23761 17.88598 1.6 0.1 -0.1
H -3.38950 8.44946 18.21636 -0.3 -0.6 0.4
H -3.62864 9.67605 17.36184 -0.5 0.5 -0.2
O 1.09732 8.20153 20.41069 -0.4 -0.2 -1.8
H 1.95659 8.43654 20.76090 1.0 0.5 0.2
H 0.59031 7.93497 21.17757 -0.9 -0.1 0.8
O 1.73942 11.56538 17.12619 -1.0 -1.2 0.1
H 1.66776 12.31487 16.53514 -0.2 1.0 -0.8
H 2.59646 11.66727 17.54014 1.2 0.2 0.7
O -1.11343 7.45714 15.98651 0.6 1.2 0.9
H -0.86495 6.60154 15.63661 0.6 -0.9 -0.3
H -1.98296 7.62219 15.62193 -0.8 0.2 -0.2



# 5
12
Properties=species:S:1:pos:R:3:forces:R:3 method="wB97M-V/def2-TZVPD" smiles="[H]/N=C(/N)[C@@H]1CO1" total_energy_ha=-302.57641 e_above_lowest_ev=3.1753 e_homo_ev=-8.87
C -0.93896 -0.03257 -0.05844 -2.6 -1.4 -0.7
C 0.33362 -0.73767 -0.19723 1.7 1.0 -0.9
C 1.57096 -0.20069 0.40283 0.1 -1.7 -0.1
H 0.13903 1.66197 0.28288 -2.6 -0.6 -1.6
H -1.56086 1.93601 -0.18564 -0.3 -0.2 0.3
H -2.17779 -1.62483 0.12897 0.9 1.2 -0.9
H 0.21498 -1.61847 -0.80004 0.5 -0.7 0.5
H 2.45830 -0.74389 0.44815 1.3 -1.5 0.6
H 1.52377 0.50769 1.15735 -0.4 1.6 1.5
N -0.78718 1.29752 -0.15286 2.3 2.0 1.4
N -2.09370 -0.62112 -0.15904 0.3 0.3 1.3
O 1.31783 0.17604 -0.86693 -1.1 0.1 -1.5